1.
{
  "formula": "C8H28O7",
  "method": "ωB97M-V/def2-TZVPD",
  "species": ["C", "C", "C", "C", "C", "C", "C", "C", "H", "H", "H", "H", "H", "H", "H", "H", "H", "H", "H", "H", "H", "H", "H", "H", "O", "H", "H", "O", "H", "H", "O", "H", "H", "O", "H", "H", "O", "H", "H", "O", "H", "H", "O"],
  "xyz": [[1.3899, -1.1091, 3.4927], [2.2417, -0.2688, 2.6347], [2.5596, -0.8799, 1.2051], [1.4863, -0.4108, 0.1993], [0.2274, -1.0914, 0.1934], [-0.8134, -0.4410, -0.6525], [-1.8815, -1.1081, -1.2495], [-2.8483, -0.3757, -2.0745], [0.2858, -1.0567, 3.2400], [1.8234, -2.1757, 3.7190], [1.4660, -0.6617, 4.4951], [1.6662, 0.7216, 2.4326], [3.1968, 0.0279, 3.0788], [3.5131, -0.4611, 0.7611], [2.7247, -2.0154, 1.2939], [1.8293, 0.3223, -0.3519], [-0.1057, -1.9941, 0.7809], [-0.7449, 0.6906, -0.6694], [-2.0475, -2.2676, -1.0686], [-3.8465, -0.7819, -1.9594], [-2.6009, -0.4051, -3.0239], [-2.9259, 0.7445, -2.0689], [1.0541, -0.6338, -2.7771], [2.2509, -1.1337, -3.7825], [1.5169, -1.3846, -3.1221], [-0.0332, -0.6970, -4.0026], [-0.5782, -2.0205, -3.6485], [-0.8597, -1.2224, -3.9070], [0.7638, 3.1461, 0.4300], [-0.0012, 4.0804, -0.4011], [0.1791, 3.2447, -0.3587], [0.9932, 2.0924, -3.5500], [0.6347, 2.0838, -2.1034], [1.1440, 1.6046, -2.8567], [1.7115, 2.2623, 2.4207], [0.2758, 2.1937, 2.2233], [1.0143, 2.7956, 2.0866], [-2.4081, -1.6620, 0.7379], [-3.7902, -0.8559, 0.9466], [-3.1770, -1.4511, 1.3474], [-1.4960, -0.1440, 3.1386], [-2.2547, 0.4846, 4.2008], [-1.7586, 0.6912, 3.4374]],
  "forces_ev_per_a": [[-0.4, -1.6, 2.3], [0.4, 1.7, -2.7], [0.6, 0.1, -0.5], [-4.0, -8.1, 5.0], [2.2, 3.1, -1.1], [-1.8, -1.2, -0.3], [2.6, 0.4, 2.1], [-2.3, 1.4, 3.1], [1.5, -0.7, 0.0], [-1.1, 1.7, -1.0], [-0.4, 0.0, 0.0], [1.1, -2.1, 0.4], [-0.2, -0.3, 0.3], [-0.7, -0.5, 1.0], [-0.5, 1.6, -0.2], [0.6, 3.9, -3.1], [1.1, 1.0, -0.5], [-0.2, -1.5, -0.5], [0.6, 2.4, -0.7], [-0.3, 0.0, 0.0], [1.1, -1.2, -4.8], [0.3, -0.7, 1.4], [0.4, 1.2, 0.4], [-1.9, 0.0, 1.9], [2.8, -1.1, -1.7], [-1.2, -0.9, -0.2], [1.8, -4.6, 1.5], [-1.4, 5.3, -2.4], [-0.5, -0.1, -0.4], [-1.8, 7.7, -0.6], [2.1, -7.7, 0.4], [-1.2, 4.2, -6.1], [1.3, -1.0, -1.5], [-0.1, -3.1, 7.8], [1.4, -0.2, 0.5], [-0.7, 0.2, 0.0], [-0.8, 0.5, -0.1], [-1.9, 1.0, 0.8], [-0.1, 0.6, -0.8], [1.8, -1.6, 0.5], [0.5, -2.0, -1.1], [-1.0, -0.1, 1.4], [0.4, 2.2, -0.4]],
  "homo_energy_ev": -8.02,
  "energy_ha": -848.1044,
  "smiles": "C/C=C/C=C/CCC.O.O.O.O.O.O.O",
  "mol_weight_g_mol": 236.30,
  "de_lowest_kcal_mol": 106.4,
  "gap_ha": 0.316
}



2.
{
  "formula": "C8H29N2O6V",
  "method": "ωB97M-V/def2-TZVPD",
  "species": ["V", "O", "H", "C", "C", "C", "O", "C", "N", "H", "H", "H", "H", "H", "H", "H", "H", "H", "H", "H", "C", "C", "C", "O", "C", "N", "H", "H", "H", "H", "H", "H", "H", "H", "H", "H", "H", "O", "H", "H", "O", "H", "H", "O", "H", "H"],
  "xyz": [[-2.5351, -3.1699, 1.0983], [-2.2153, -2.2554, -0.7170], [-1.2807, -1.9926, -0.8264], [-0.2776, 0.8957, 4.0047], [-0.4129, -0.0488, 2.7919], [-0.4092, -1.5702, 3.1018], [-0.6276, -2.3718, 1.9516], [0.5854, -2.6679, 1.1958], [-1.6323, 0.4028, 2.1483], [-1.2186, 0.9602, 4.5511], [0.0136, 1.8908, 3.6682], [0.5052, 0.5013, 4.6525], [0.4287, 0.1469, 2.1274], [-1.2298, -1.8798, 3.7489], [0.4921, -1.8911, 3.6241], [0.9701, -1.7092, 0.8478], [0.4320, -3.3588, 0.3668], [1.3153, -3.1619, 1.8371], [-1.5789, 1.4110, 2.1777], [-1.4510, 0.2739, 1.1631], [0.9448, 3.2521, -0.2163], [2.2597, 2.6285, -0.7396], [2.1017, 1.7005, -1.9750], [1.3535, 0.5831, -1.5117], [1.1268, -0.2990, -2.6568], [3.0581, 3.7864, -1.1849], [0.2700, 3.6576, -0.9702], [1.1535, 3.9868, 0.5614], [0.3650, 2.4532, 0.2458], [2.7160, 2.0197, 0.0410], [3.0337, 1.1984, -2.2345], [1.7999, 2.2209, -2.8840], [2.0646, -0.5530, -3.1508], [0.3933, 0.1172, -3.3473], [0.7187, -1.2556, -2.3304], [2.5627, 4.2772, -1.9156], [3.1588, 4.5790, -0.5670], [-4.1184, -1.9500, -2.6510], [-4.0609, -1.0530, -2.9803], [-3.5831, -1.9491, -1.8575], [-0.9889, -3.6987, -2.7089], [-1.0129, -3.0760, -3.4355], [-1.6122, -3.3488, -2.0723], [-1.4169, 0.4066, -0.8828], [-1.6669, -0.5146, -0.9537], [-0.4939, 0.4250, -1.1357]],
  "forces_ev_per_a": [[0.6, 0.8, -0.5], [0.6, -0.2, 0.8], [-0.5, -0.7, 0.2], [0.8, -1.3, 0.1], [-0.1, 0.4, 0.8], [-0.8, 0.7, 0.6], [0.4, -1.1, -1.3], [-0.1, 0.5, 0.5], [0.1, -0.5, -0.8], [0.0, -0.1, 0.0], [0.0, 0.0, 0.0], [0.0, 0.3, 0.3], [0.5, -0.1, 0.0], [-0.2, 0.5, 0.2], [0.3, 0.1, -0.2], [0.2, -0.2, -0.2], [-0.7, 0.2, 0.0], [0.0, 0.2, 0.3], [-0.4, 0.4, 0.3], [-0.8, -0.4, -0.7], [-0.4, -1.9, 0.5], [-0.9, 2.0, -1.2], [1.1, -0.4, 1.8], [-1.3, -0.8, -1.9], [-0.1, -0.2, 0.9], [1.2, 0.0, -0.7], [0.4, 0.2, -0.3], [0.1, 0.1, -0.2], [-0.3, 0.0, 0.3], [0.3, 0.4, 0.0], [0.7, 0.8, 0.0], [-0.9, 0.0, 0.1], [0.1, 0.3, -0.1], [0.2, 0.3, -0.1], [0.0, 0.1, 0.4], [-0.3, -0.5, -0.7], [0.1, -0.6, 1.1], [-0.6, -0.1, -0.7], [-0.1, 0.2, -0.1], [0.6, -0.1, 0.5], [0.9, -0.4, -0.4], [-0.2, 0.0, -0.2], [-0.7, 0.3, 0.5], [0.0, 0.6, 0.1], [-0.9, -0.3, 0.0], [0.6, 0.4, 0.0]],
  "homo_energy_ev": [-6.57, -9.42],
  "energy_ha": -1827.0122,
  "mol_weight_g_mol": 300.27,
  "s2": 6.003,
  "spin_multiplicity": 5,
  "gap_ha": [0.248, 0.353]
}



3.
{
  "formula": "C8H30Ag2O19P2",
  "method": "ωB97M-V/def2-TZVPD",
  "species": ["Ag", "Ag", "P", "O", "O", "O", "O", "P", "O", "O", "O", "O", "O", "H", "H", "O", "H", "H", "O", "H", "H", "C", "C", "O", "O", "H", "H", "H", "H", "H", "H", "C", "C", "O", "O", "H", "H", "H", "H", "H", "H", "C", "C", "O", "O", "H", "H", "H", "H", "H", "H", "C", "C", "O", "O", "H", "H", "H", "H", "H", "H"],
  "xyz": [[-1.6290, 1.6456, -2.8598], [1.3693, 0.4158, -4.0240], [-0.6967, 1.6989, -5.5532], [-2.0605, 1.4179, -5.0632], [-0.0306, 2.1097, -4.2655], [-0.5626, 2.8924, -6.5592], [0.1241, 0.4067, -5.7932], [0.4406, 0.4113, -1.3451], [-0.2113, -0.1912, -2.5670], [0.6728, -0.5970, -0.1672], [-0.5184, 1.5926, -1.0795], [1.8392, 0.8956, -1.9851], [-1.2645, -2.5248, -3.0429], [-0.8708, -1.6527, -3.0189], [-0.5191, -3.1251, -3.0263], [1.1322, -3.0235, -1.1245], [1.2149, -2.0716, -1.0681], [0.8816, -3.2953, -0.2415], [-1.6132, -2.0360, -0.2653], [-0.8343, -1.5268, -0.0411], [-1.4631, -2.3197, -1.1671], [4.6590, -0.4932, -0.6213], [3.7328, -0.9244, 0.5567], [2.8043, 0.1639, 0.7184], [4.0670, -0.5621, -1.9710], [5.5048, -1.1788, -0.6724], [5.0904, 0.5060, -0.5621], [4.3108, -1.2217, 1.4318], [3.1096, -1.7908, 0.3347], [1.9741, -0.1677, 0.3686], [3.2155, -0.1335, -1.8575], [1.4119, -3.1845, 4.5336], [1.9109, -3.2331, 3.1059], [0.8431, -3.0974, 2.1563], [2.2677, -3.8765, 5.4475], [0.3865, -3.5493, 4.5922], [1.4608, -2.1182, 4.7543], [2.3700, -4.2050, 2.9245], [2.6868, -2.4815, 2.9608], [0.8066, -2.1560, 1.9718], [1.7907, -3.8137, 6.2783], [-1.2442, 1.6786, 2.3152], [-0.1466, 0.7971, 2.8807], [-0.2627, -0.5125, 2.2455], [-0.7861, 2.6515, 1.3700], [-1.5661, 2.3399, 3.1197], [-2.0735, 1.1686, 1.8251], [-0.2273, 0.5778, 3.9454], [0.8775, 1.0881, 2.6472], [-0.0421, -0.4037, 1.3176], [-0.7189, 2.1837, 0.5344], [-3.4702, 3.3804, -0.2508], [-4.8157, 4.1121, -0.6169], [-5.8404, 3.3387, -0.0165], [-3.2798, 2.1727, -0.8999], [-3.3184, 3.3360, 0.8277], [-2.6951, 4.0670, -0.5914], [-4.9530, 4.2059, -1.6941], [-4.7327, 5.0811, -0.1246], [-6.6351, 3.6318, -0.4684], [-3.8735, 1.4995, -0.5595]],
  "forces_ev_per_a": [[-0.8, 0.2, -1.1], [-0.1, 0.2, -0.6], [1.8, 2.5, -4.7], [-4.0, -0.7, 1.0], [2.3, 2.8, 3.6], [-0.3, -2.9, 1.5], [0.7, -0.8, -1.1], [1.8, 1.0, -0.6], [-1.1, -2.6, -1.0], [-0.8, 1.7, -1.5], [0.9, 0.2, 2.0], [-1.0, -0.5, 1.3], [-0.9, -1.3, -0.4], [0.4, 1.0, 0.2], [0.3, -0.1, 0.2], [0.5, -1.2, -0.8], [-0.1, 0.4, 0.2], [-0.2, 0.0, 0.4], [-1.1, -0.3, 0.8], [0.3, 0.1, -0.1], [0.0, -0.2, -0.7], [0.0, -1.4, -1.4], [-0.7, 1.7, -1.7], [2.6, -0.1, 1.9], [1.1, -0.8, 1.8], [0.2, -0.2, 0.0], [-0.3, 0.2, 0.8], [0.2, 0.6, 0.4], [0.4, -0.4, -0.6], [-0.9, -0.2, -0.1], [-0.9, 0.8, -0.2], [0.1, 1.0, -0.2], [-0.2, -1.1, -0.7], [1.1, -0.3, 0.7], [-0.2, -0.1, -0.2], [0.0, 0.0, -0.1], [-0.6, 0.2, 0.5], [0.1, -0.2, 0.0], [0.0, 0.1, -0.1], [-0.7, 0.5, 0.0], [0.3, -0.1, 0.2], [0.7, 2.4, 0.2], [-0.1, -2.5, -1.5], [-0.2, 0.1, 1.7], [0.1, -0.1, 0.9], [-0.7, -0.3, 0.4], [0.0, -0.7, 0.6], [-0.2, 0.3, 0.1], [-0.1, 0.9, 0.1], [0.3, 0.2, -0.8], [0.3, -0.1, -1.3], [-0.7, 2.1, -0.8], [1.9, -1.3, 1.3], [-0.7, 0.2, -0.4], [-0.1, -0.6, -0.5], [-0.3, -0.3, 0.1], [0.3, -0.2, -0.1], [0.1, 0.0, 0.0], [-0.2, 0.4, -0.2], [-0.4, -0.3, 0.3], [-0.1, -0.1, 0.1]],
  "homo_energy_ev": [-3.47, -3.16],
  "charge": -2,
  "energy_ha": -2729.1691,
  "mol_weight_g_mol": 707.99,
  "s2": 2.016,
  "spin_multiplicity": 3,
  "gap_ha": [0.274, 0.218]
}



4.
{
  "formula": "C8H30B2O31",
  "method": "ωB97M-V/def2-TZVPD",
  "species": ["O", "C", "O", "B", "O", "C", "O", "O", "C", "O", "C", "O", "O", "O", "C", "O", "B", "O", "C", "O", "O", "C", "O", "C", "O", "O", "O", "H", "H", "O", "H", "H", "O", "H", "H", "O", "H", "H", "O", "H", "H", "O", "H", "H", "O", "H", "H", "O", "H", "H", "O", "H", "H", "O", "H", "H", "O", "H", "H", "O", "H", "H", "O", "H", "H", "O", "H", "H", "O", "H", "H"],
  "xyz": [[0.6661, 2.3693, 1.5414], [0.6031, 1.5643, 0.5674], [0.7191, 0.3193, 0.7514], [0.4281, -0.3827, -0.5036], [-0.0969, 0.7233, -1.3576], [0.0671, 1.7463, -0.7096], [-0.3509, 2.8543, -1.1276], [-0.6209, -1.3707, -0.2356], [-0.1699, -2.5157, -0.5946], [-0.8999, -3.5267, -0.6546], [1.1421, -2.3747, -1.1216], [1.5891, -1.1887, -1.1276], [1.9011, -3.3457, -1.1736], [-4.4219, 2.9943, 2.5134], [-3.5749, 2.1593, 2.2454], [-3.5999, 1.0753, 2.9514], [-2.7079, 0.0943, 2.1824], [-2.5039, 0.8423, 0.9064], [-2.9049, 1.9643, 1.0204], [-2.8529, 2.8663, 0.1124], [-3.3349, -1.2917, 1.9484], [-2.5889, -2.0467, 2.4774], [-2.7669, -3.2317, 2.6014], [-1.3589, -1.3997, 2.9524], [-1.4319, -0.1347, 2.7744], [-0.2289, -1.8667, 3.1454], [-0.9449, -0.2717, -3.9506], [-0.2909, -0.9787, -4.2986], [-0.6129, 0.2163, -3.1086], [0.8771, 0.1483, 3.9264], [0.1081, 0.1603, 3.4344], [1.0141, -0.3967, 4.6034], [-2.5359, 5.6733, -0.0826], [-2.4769, 4.7683, -0.3006], [-2.1399, 5.8623, 0.9004], [-1.2369, -6.1577, 0.1774], [-0.5299, -5.8337, 0.7004], [-1.6459, -5.4327, -0.3836], [-2.1169, 3.5113, -3.0176], [-1.4459, 3.2423, -2.3156], [-1.6809, 3.7353, -3.8436], [2.8031, 3.0643, 0.4274], [2.7641, 2.1883, 0.7804], [2.2621, 3.6793, 1.0814], [-3.4339, -3.4717, -2.1726], [-2.5249, -3.0787, -1.9966], [-3.4299, -4.2017, -1.5066], [2.2181, -4.6307, -3.7336], [2.5591, -4.0037, -3.1656], [2.1161, -4.0437, -4.4296], [2.6921, 0.3883, 1.4524], [3.2471, -0.0377, 1.9834], [1.7911, 0.5853, 1.8084], [-0.6099, 4.7973, 1.8214], [-0.3249, 3.8243, 1.7194], [-0.1749, 5.0243, 1.0094], [1.7211, -6.0977, -1.3436], [1.4091, -5.2647, -1.6416], [1.4451, -6.5687, -2.0526], [0.1031, 5.5153, -0.5906], [-0.8279, 5.8203, -0.5576], [0.1751, 4.6873, -0.9506], [3.5071, -2.4787, -2.5056], [3.9231, -1.8227, -3.1926], [2.7691, -1.9037, -2.0226], [5.0621, -4.4077, -1.2376], [4.5481, -3.6707, -1.4286], [4.6291, -4.6097, -0.3856], [1.5821, 5.2633, 2.4524], [0.8411, 5.0063, 2.5594], [2.1191, 5.3053, 3.2944]],
  "forces_ev_per_a": [[-0.7, -2.4, -2.9], [-0.5, 3.6, 6.8], [-2.1, -2.9, -1.7], [-0.5, 0.0, 0.3], [0.6, -5.7, -2.1], [-2.7, 9.8, -3.3], [1.7, -2.3, 1.4], [0.4, 1.8, 0.5], [-6.1, -3.9, -1.0], [2.5, 2.3, 0.3], [4.2, -5.7, 1.5], [-1.5, 4.1, 0.4], [-2.4, 0.7, 0.1], [1.5, 0.8, -0.6], [-5.8, 2.4, 3.3], [2.4, -3.8, 0.1], [-2.1, 1.4, -0.4], [2.7, -7.5, -0.7], [-0.4, 10.1, -6.1], [-0.1, -3.1, 3.0], [-4.5, 8.3, -3.3], [3.4, -7.9, 3.6], [0.1, -1.0, 0.3], [6.3, -2.5, 0.0], [-1.7, 2.5, 0.0], [-3.3, -1.3, 0.1], [1.8, -0.6, 0.7], [-1.4, 2.1, 1.4], [-0.4, -1.5, -2.3], [3.6, 5.6, -2.2], [-2.2, -0.5, -0.6], [-0.2, -3.7, 3.5], [1.0, 3.9, 3.2], [0.0, -2.1, 0.4], [-1.6, -1.7, -3.5], [-2.4, -0.3, -1.8], [0.9, 1.0, 0.3], [1.5, -1.1, 1.6], [0.2, -0.2, 0.8], [-0.9, 0.4, -1.4], [0.3, -0.1, 0.3], [-0.8, 3.1, 0.7], [0.4, -0.8, 0.8], [1.7, -1.9, -1.9], [1.7, -0.3, 1.1], [-1.7, -0.6, -0.3], [-0.2, 0.9, -0.8], [-1.0, -3.1, -0.5], [1.7, 1.7, 3.1], [-0.7, 1.2, -2.9], [-1.6, 3.0, -3.1], [3.2, -2.4, 3.9], [2.5, -1.1, 1.3], [-1.0, -3.0, 0.9], [-1.1, 1.3, 0.7], [0.5, 1.4, -1.5], [1.3, 0.9, 3.3], [-0.2, 1.8, 0.3], [-1.1, -3.1, -3.3], [0.5, 4.1, 1.3], [0.0, -0.6, -0.5], [-0.2, -3.2, -1.5], [0.0, 4.4, -1.8], [-1.0, -1.8, 1.9], [3.3, -1.4, -1.8], [1.0, -2.1, 1.9], [-1.4, 2.5, -1.5], [0.5, -0.6, -0.4], [18.3, 5.8, -0.7], [-15.4, -5.1, 2.8], [-1.3, -0.3, -1.6]],
  "homo_energy_ev": -5.78,
  "charge": -2,
  "energy_ha": -2705.2662,
  "mol_weight_g_mol": 643.92,
  "de_lowest_kcal_mol": 267.1,
  "gap_ha": 0.333
}